1.
Below is an isolated molecule of C18H18FN3O3 in a non-equilibrium geometry, with properties calculated with ωB97M-V with the def2-TZVPD basis set.

Relative energy (zero: lowest compared OMol25 entry of this formula, charge and spin) = 49.8 kJ/mol
Frontier orbital gap = 0.2988 Ha
SMILES = O=C(Nc1ccc2c(c1)OCO2)N1CCN(c2ccc(F)cc2)CC1

ORCA input file:
```
! RIJCOSX wB97M-V def2-TZVPD def2/J DEFGRID3
* xyz 0 1
O -0.4387 1.6077 -2.2143
C -0.4279 1.2613 -1.0504
N -0.0023 2.0521 -0.0105
C 0.4751 3.3650 -0.0598
C 0.5497 4.1012 -1.2357
C 1.0353 5.4056 -1.2428
C 1.4393 5.9440 -0.0466
C 1.3643 5.2089 1.1363
C 0.8886 3.9239 1.1601
O 1.8251 5.9692 2.1786
C 2.1968 7.2097 1.6139
O 1.9520 7.1895 0.2261
N -0.8771 0.0192 -0.6742
C -1.1536 -0.9451 -1.7193
C -0.3540 -2.2204 -1.4761
N -0.7448 -2.8087 -0.2114
C -0.6180 -4.1570 0.0197
C 0.2785 -4.9255 -0.7363
C 0.4269 -6.2786 -0.5095
C -0.3166 -6.8835 0.4860
F -0.1686 -8.2105 0.7153
C -1.2101 -6.1582 1.2502
C -1.3631 -4.8066 1.0129
C -1.4030 -1.9256 0.7180
C -0.7797 -0.5287 0.6633
H -0.0077 1.6569 0.9158
H 0.2263 3.6466 -2.1559
H 1.0921 5.9719 -2.1565
H 0.8378 3.3699 2.0839
H 1.6094 8.0163 2.0818
H 3.2685 7.3900 1.7983
H -0.8688 -0.4859 -2.6677
H -2.2248 -1.1721 -1.7524
H -0.5531 -2.9274 -2.2868
H 0.7188 -1.9769 -1.4821
H 0.8808 -4.4606 -1.4992
H 1.1202 -6.8641 -1.0925
H -1.7870 -6.6532 2.0154
H -2.0865 -4.2627 1.5984
H -2.4827 -1.8502 0.5199
H -1.2681 -2.3099 1.7318
H 0.2717 -0.6044 0.9796
H -1.3211 0.1070 1.3747
*
```

---

2.
Below is a structure of composition C18H18FNdO in a non-equilibrium geometry, with properties calculated with ωB97M-V with the def2-TZVPD basis set.

Relative energy (zero: lowest compared OMol25 entry of this formula, charge and spin) = 0.0 kJ/mol
Frontier orbital gap (alpha / beta) = 0.2655 / 0.2677 Ha
<S²> = 3.76

ORCA input file:
```
! RIJCOSX wB97M-V def2-TZVPD def2/J DEFGRID3
* xyz 0 4
C 1.0097 4.1668 2.0983
C 0.7370 3.0523 2.9608
C 1.3218 1.8939 2.3579
H 0.1818 3.0737 3.9538
C 1.8220 2.2588 1.0634
C 1.6352 3.6677 0.9010
H 1.8922 4.2732 0.0249
H 0.8558 5.2169 2.3410
H 1.5264 0.9573 2.8855
H 2.2994 1.5874 0.3477
C -2.4957 0.9215 1.9899
C -2.4659 2.0806 2.8305
C -3.1426 3.1311 2.1362
H -1.9921 2.1956 3.8794
C -3.5547 2.6390 0.8553
C -3.1551 1.2697 0.7659
H -3.4394 0.5865 -0.0339
H -2.1675 -0.0739 2.2580
H -3.3219 4.1310 2.5140
H -4.1152 3.1957 0.1042
Nd -0.8607 2.6692 0.9474
O 1.3089 -1.4536 -0.8758
C 1.5035 -2.4953 0.1613
C 2.1586 -2.4534 -1.2612
H 2.0608 -2.0299 1.0000
H 0.7465 -3.2977 0.3439
H 3.2487 -2.2445 -1.2559
H 3.0390 -2.6672 -3.8655
C 2.0950 -3.1914 -3.6785
C 1.5817 -3.2682 -2.3601
C 0.2670 -3.7531 -2.1866
H -0.2004 -3.7399 -1.2093
C -0.4977 -4.1638 -3.2635
H -1.5354 -4.4390 -3.0825
C 0.0550 -4.2194 -4.5476
H -0.5413 -4.6114 -5.3806
C 1.3624 -3.7298 -4.7404
H 1.7872 -3.7489 -5.7507
F -1.0101 2.6126 4.7718
*
```

---

3.
Below is a structure of composition C18H18FeIN2O2S2, with properties calculated with ωB97M-V with the def2-TZVPD basis set.

Relative energy (zero: lowest compared OMol25 entry of this formula, charge and spin) = 2.0 kJ/mol
Frontier orbital gap (alpha / beta) = 0.2054 / 0.2107 Ha
<S²> = 6.02

ORCA input file:
```
! RIJCOSX wB97M-V def2-TZVPD def2/J DEFGRID3
* xyz -1 5
Fe 0.2009 0.1266 0.6792
C 4.1474 -1.9964 0.0384
C 3.0111 -2.9065 0.3853
N 3.2698 -4.1254 0.7858
C 2.2389 -4.9368 1.1126
C 0.9279 -4.5546 1.0591
C -0.1478 -5.5436 1.4068
O -0.7709 -6.1112 0.2470
C 0.6114 -3.2317 0.6480
C -0.7583 -2.8161 0.5295
N -1.1392 -1.5951 0.3993
C -2.4943 -1.3211 0.1766
C -3.5055 -1.8668 0.9632
C -4.8326 -1.5455 0.7272
C -5.1686 -0.6722 -0.2951
C -4.1695 -0.1107 -1.0793
C -2.8482 -0.4277 -0.8370
I -1.3041 0.4262 -1.9662
C 1.6772 -2.3687 0.2798
O 1.5353 -1.1778 -0.1706
H 5.0904 -2.5176 0.1860
H 4.0620 -1.6563 -0.9956
H 4.1086 -1.1001 0.6611
H 2.5067 -5.9354 1.4408
H 0.2816 -6.3719 1.9714
H -0.9154 -5.0777 2.0325
H -0.5827 -5.5332 -0.4987
H -1.5298 -3.5911 0.5014
H -3.2257 -2.5135 1.7852
H -5.6066 -1.9651 1.3570
H -6.2028 -0.4101 -0.4752
H -4.4217 0.5846 -1.8686
C 0.8184 1.8704 4.9483
C 0.3871 1.5691 3.5235
S 1.4230 0.4125 2.6881
C -0.6744 2.1738 2.9653
C -1.5176 3.1881 3.6978
S -1.2225 1.9063 1.3063
H 1.6073 1.1831 5.2467
H -0.0069 1.7628 5.6566
H 1.2088 2.8886 5.0436
H -1.1512 3.3934 4.7030
H -2.5526 2.8413 3.7704
H -1.5377 4.1296 3.1421
*
```

---

4.
Below is an isolated molecule of C18H18N2O2S2, with properties calculated with ωB97M-V with the def2-TZVPD basis set.

Relative energy (zero: lowest compared OMol25 entry of this formula, charge and spin) = 0.0 kJ/mol
Frontier orbital gap = 0.3113 Ha
SMILES = CC(C)OC(=O)CSc1nc(Cc2cccs2)nc2ccccc12

ORCA input file:
```
! RIJCOSX wB97M-V def2-TZVPD def2/J DEFGRID3
* xyz 0 1
C 3.3044 2.7590 0.9875
C 2.7817 1.3351 0.8319
C 1.9602 0.8946 2.0375
O 2.0525 1.1958 -0.4053
C 0.8933 1.8169 -0.5656
O 0.3275 2.5016 0.2424
C 0.3818 1.5838 -1.9785
S -1.4223 1.6862 -1.9931
C -1.7829 0.3441 -0.9373
N -0.7815 -0.4044 -0.5457
C -1.0572 -1.4723 0.2191
C 0.0867 -2.3724 0.6058
C 1.3429 -2.1541 -0.1622
C 2.6169 -2.1335 0.3133
C 3.5884 -1.9486 -0.6972
C 3.0375 -1.8390 -1.9299
S 1.3217 -1.9586 -1.8812
N -2.2384 -1.8160 0.6524
C -3.2887 -1.0453 0.2977
C -4.5810 -1.3697 0.7516
C -5.6491 -0.6018 0.3740
C -5.4792 0.5111 -0.4635
C -4.2344 0.8530 -0.9200
C -3.1219 0.0846 -0.5465
H 3.8741 3.0502 0.1077
H 3.9493 2.8160 1.8598
H 2.4746 3.4492 1.1169
H 3.6185 0.6430 0.6822
H 1.4905 -0.0633 1.8327
H 2.6133 0.7947 2.9004
H 1.1857 1.6232 2.2590
H 0.7359 2.3817 -2.6319
H 0.7026 0.6133 -2.3520
H 0.2848 -2.2396 1.6739
H -0.2671 -3.4016 0.4786
H 2.8612 -2.2509 1.3548
H 4.6461 -1.9026 -0.5074
H 3.5274 -1.6912 -2.8716
H -4.6934 -2.2288 1.3935
H -6.6410 -0.8504 0.7226
H -6.3400 1.0990 -0.7445
H -4.0812 1.7082 -1.5620
*
```